# 1
Computed, not measured: C21H16CaN2O8S as an isolated structure in a non-equilibrium geometry, with wB97M-V/def2-TZVPD.

Cartesian coordinates (Å):
Ca 8.28 11.31 11.58
O 8.66 15.91 7.90
C 7.44 15.48 7.66
C 6.78 15.99 6.51
C 5.45 15.63 6.28
C 4.79 14.80 7.19
C 5.51 14.19 8.21
C 6.83 14.53 8.48
C 7.58 13.82 9.62
O 7.22 12.64 10.01
N 8.48 14.58 10.28
N 9.12 13.90 11.26
C 9.83 14.62 12.15
C 10.59 14.08 13.19
C 11.72 14.89 13.60
C 12.49 14.54 14.68
C 12.18 13.33 15.40
C 11.16 12.46 15.03
C 10.35 12.78 13.86
O 9.44 11.98 13.49
H 8.90 15.66 8.83
H 7.27 16.74 5.83
H 4.91 15.99 5.37
H 3.74 14.53 7.02
H 5.14 13.35 8.84
H 10.03 15.71 11.95
H 12.08 15.73 12.95
H 13.36 15.15 14.97
H 12.88 12.95 16.14
H 10.93 11.49 15.44
O 6.79 5.28 10.22
C 7.02 6.43 10.50
C 8.21 7.25 9.93
O 9.02 6.81 9.14
C 8.16 8.49 10.61
C 6.97 8.61 11.46
O 6.87 9.64 12.21
C 6.18 7.37 11.38
O 5.14 7.10 11.93
O 8.98 9.52 10.60
C 11.74 8.69 8.59
S 12.19 9.97 9.83
C 13.20 11.08 8.87
H 11.74 9.13 7.58
H 10.79 8.24 8.81
H 12.52 7.91 8.66
H 14.25 10.87 9.14
H 12.90 12.12 9.16
H 13.03 10.87 7.80

As for the net charge: -2. Its gap between HOMO and LUMO is 6.29 eV.

=====

# 2
Computed, not measured: one molecule with the formula C21H16Cl2FN3O4 in a non-equilibrium geometry, with wB97M-V/def2-TZVPD.

Cartesian coordinates (Å):
C -0.58 -4.50 0.97
H 0.18 -3.85 0.53
H -0.73 -4.21 2.02
H -0.25 -5.54 0.92
O -1.79 -4.46 0.24
C -2.40 -3.31 -0.06
C -3.53 -3.46 -0.89
C -4.21 -2.35 -1.32
N -3.85 -1.11 -1.01
C -2.81 -0.95 -0.23
C -2.02 -2.01 0.29
C -0.96 -1.64 1.27
O -0.94 -2.03 2.42
N -0.02 -0.78 0.76
C 0.96 -0.19 1.52
N 1.71 0.68 1.00
O 2.66 1.23 1.85
C 3.50 2.13 1.15
C 4.42 1.42 0.19
C 3.96 1.08 -1.07
C 4.74 0.37 -1.96
C 6.02 -0.01 -1.58
C 6.51 0.31 -0.33
C 5.70 1.02 0.56
Cl 6.34 1.39 2.11
H 7.50 0.02 -0.03
Cl 7.02 -0.89 -2.68
H 4.37 0.11 -2.94
H 2.96 1.37 -1.35
H 4.06 2.64 1.94
H 2.88 2.86 0.60
H 1.02 -0.54 2.55
H -0.11 -0.44 -0.19
O -2.39 0.29 0.11
C -3.07 1.46 -0.15
C -2.27 2.60 -0.08
C -2.83 3.85 -0.28
C -4.18 3.94 -0.55
C -4.99 2.82 -0.62
C -4.43 1.57 -0.42
H -5.04 0.68 -0.47
H -6.04 2.92 -0.83
F -4.73 5.15 -0.75
H -2.23 4.75 -0.22
H -1.22 2.50 0.15
H -5.07 -2.43 -1.96
H -3.83 -4.46 -1.17

Its gap between HOMO and LUMO is 9.22 eV. The SMILES is COc1ccnc(Oc2ccc(F)cc2)c1C(=O)N/C=N/OCc1ccc(Cl)cc1Cl.

=====

# 3
Computed, not measured: C21H16F3IN3O7STi as an isolated structure, with wB97M-V/def2-TZVPD.

Cartesian coordinates (Å):
Ti -0.53 0.11 1.00
C -4.73 -0.51 -0.29
C -3.73 -0.39 -1.39
N -4.07 -0.74 -2.61
C -3.18 -0.66 -3.61
C -1.88 -0.24 -3.45
C -0.96 -0.23 -4.66
O -1.63 0.15 -5.84
C -1.47 0.13 -2.14
C -0.14 0.65 -1.88
N 0.33 0.89 -0.71
C 1.56 1.63 -0.58
C 2.71 1.22 -1.23
C 3.88 1.94 -1.07
C 3.89 3.07 -0.26
C 2.73 3.49 0.38
C 1.56 2.77 0.22
I -0.19 3.41 1.12
C -2.42 0.06 -1.11
O -2.12 0.43 0.12
H -5.73 -0.39 -0.69
H -4.55 0.21 0.51
H -4.67 -1.51 0.16
H -3.52 -0.96 -4.59
H -0.59 -1.24 -4.84
H -0.08 0.40 -4.50
H -2.08 0.99 -5.68
H 0.48 0.93 -2.73
H 2.70 0.31 -1.82
H 4.79 1.62 -1.56
H 4.81 3.64 -0.13
H 2.74 4.38 0.99
O 0.76 -3.51 -0.26
C 0.61 -2.46 0.31
O -0.46 -1.70 0.29
C 1.72 -1.90 1.18
C 2.73 -2.72 1.65
C 3.70 -2.15 2.46
C 3.62 -0.80 2.77
C 2.57 -0.06 2.27
N 1.63 -0.60 1.49
H 2.73 -3.76 1.36
H 4.50 -2.76 2.86
H 4.36 -0.32 3.41
H 2.45 0.99 2.51
F -1.03 -2.11 3.74
C -2.11 -1.32 3.81
F -2.87 -1.57 2.73
F -2.80 -1.63 4.90
S -1.63 0.47 3.88
O -1.30 0.66 5.25
O -2.70 1.19 3.25
O -0.38 0.51 3.00

Its gap between HOMO and LUMO (spin up / spin down) is 7.28 / 7.80 eV. Its spin multiplicity is 2.

=====

# 4
Computed, not measured: one molecule with the formula C21H16FN5O2 in a non-equilibrium geometry, with wB97M-V/def2-TZVPD.

Cartesian coordinates (Å):
N 1.77 -0.18 3.86
O 2.19 2.57 -2.16
F -3.36 1.65 2.11
C 0.65 -0.05 4.02
N -0.57 -0.61 -1.84
N 0.38 2.29 2.13
O 0.50 -2.94 -4.38
C 1.92 2.67 -0.98
C -0.50 -0.99 -3.11
C -0.29 0.17 -3.80
C -0.24 1.19 -2.90
C -0.54 1.45 1.91
C 1.08 2.79 1.10
C -2.72 -0.20 5.09
C -3.46 0.46 4.08
C -1.31 -0.37 5.02
C -0.89 0.81 0.70
C -2.67 1.02 3.05
C -0.66 0.28 4.01
C 0.89 2.18 -0.21
C -1.29 0.92 3.02
C -0.15 1.28 -0.42
N -0.34 0.68 -1.62
N 2.65 3.49 -0.25
C 2.22 3.73 1.08
C 1.64 -3.24 -3.59
C 1.20 -3.65 -2.23
C -0.28 -3.47 -2.23
C -0.54 -2.51 -3.46
H 0.05 0.27 -4.74
H 0.02 2.29 -3.11
H -3.27 -0.76 5.83
H -4.54 0.60 4.12
H -0.68 -1.00 5.63
H -1.70 0.15 0.54
H 3.57 3.64 -0.55
H 2.92 3.37 1.86
H 1.85 4.71 1.14
H 2.03 -4.14 -4.05
H 2.35 -2.44 -3.57
H 1.44 -4.73 -2.00
H 1.69 -3.01 -1.47
H -0.79 -4.39 -2.43
H -0.68 -3.19 -1.28
H -1.50 -2.77 -3.95

Its gap between HOMO and LUMO is 8.79 eV. The SMILES is N#Cc1cccc(F)c1-c1cc(-n2ccc([C@@H]3CCCO3)n2)c2c(n1)CNC2=O.

=====

# 5
Computed, not measured: C21H16N4O8Sr as an isolated structure, with wB97M-V/def2-TZVPD.

Cartesian coordinates (Å):
Sr -0.31 0.38 -0.06
O -2.92 4.21 -0.75
C -2.16 3.34 -0.36
N -1.42 2.47 -1.11
C -1.21 2.78 -2.42
O -1.34 3.84 -2.99
C -0.73 1.61 -3.28
C -0.70 1.79 -4.66
C -0.27 0.75 -5.47
C 0.12 -0.44 -4.87
C 0.07 -0.54 -3.49
N -0.35 0.46 -2.71
C -2.02 3.16 1.15
C -2.64 4.09 1.97
C -2.54 3.96 3.34
C -1.83 2.88 3.86
C -1.24 1.99 2.97
N -1.33 2.13 1.65
H -1.01 2.74 -5.05
H -0.25 0.86 -6.54
H 0.46 -1.29 -5.46
H 0.37 -1.45 -2.99
H -3.19 4.90 1.50
H -3.01 4.67 4.00
H -1.72 2.73 4.92
H -0.69 1.13 3.31
O -0.80 -4.23 -0.46
C -0.39 -2.97 -0.39
O -1.10 -2.02 -0.62
C 1.09 -2.84 -0.20
C 1.91 -3.92 0.11
C 3.24 -3.67 0.36
C 3.71 -2.36 0.30
C 2.82 -1.36 -0.05
N 1.54 -1.61 -0.31
C 3.15 0.11 -0.08
O 4.44 0.46 -0.09
O 2.30 0.96 -0.08
H -1.77 -4.21 -0.53
H 1.49 -4.91 0.20
H 3.91 -4.47 0.63
H 4.74 -2.15 0.56
H 5.01 -0.31 -0.19
C -0.61 -1.97 4.13
C -0.29 -1.95 2.64
O -0.31 -3.02 2.00
O -0.07 -0.81 2.12
H -0.58 -2.98 4.52
H -1.62 -1.57 4.27
H 0.07 -1.32 4.68

Its gap between HOMO and LUMO is 7.59 eV.

=====

# 6
Computed, not measured: C21H16N5PPdS as an isolated structure in a non-equilibrium geometry, with wB97M-V/def2-TZVPD.

Cartesian coordinates (Å):
Pd -0.91 -0.56 1.94
N -2.70 -0.36 0.36
C -2.43 0.30 -0.89
C -3.46 0.61 -1.77
C -3.19 1.30 -2.94
C -1.89 1.68 -3.26
C -0.85 1.36 -2.40
C -1.11 0.66 -1.23
P 0.22 0.20 -0.07
C 0.40 -1.62 -0.15
C -0.27 -2.43 -1.07
C 0.02 -3.79 -1.10
C 0.93 -4.34 -0.21
C 1.57 -3.54 0.73
C 1.31 -2.18 0.77
C 1.77 0.91 -0.67
C 2.55 0.20 -1.59
C 3.68 0.80 -2.11
C 4.07 2.06 -1.68
C 3.31 2.75 -0.75
C 2.16 2.18 -0.23
H -3.17 -1.26 0.20
H -3.35 0.22 0.91
H -4.47 0.33 -1.53
H -4.00 1.56 -3.61
H -1.69 2.23 -4.17
H 0.16 1.65 -2.65
H -0.96 -2.01 -1.78
H -0.47 -4.42 -1.83
H 1.15 -5.40 -0.25
H 2.29 -3.97 1.41
H 1.84 -1.53 1.46
H 2.25 -0.79 -1.91
H 4.27 0.27 -2.85
H 4.98 2.50 -2.06
H 3.61 3.73 -0.42
H 1.56 2.70 0.50
N -1.68 1.23 2.82
C -1.56 2.10 3.61
N -1.49 3.12 4.28
C -1.53 3.74 5.39
N -1.58 4.29 6.40
S -0.54 -2.70 6.15
C -0.45 -2.10 4.67
N -0.34 -1.69 3.57

As for the net charge: +2. Its gap between HOMO and LUMO (spin up / spin down) is 9.09 / 4.97 eV. Its spin multiplicity is 5.

=====

# 7
Computed, not measured: C21H16N6O8S5Sr as an isolated structure in a non-equilibrium geometry, with wB97M-V/def2-TZVPD.

Cartesian coordinates (Å):
Sr 0.66 -0.25 0.51
O -3.81 -0.49 1.57
C -2.52 -0.81 1.29
O -1.60 -0.06 1.61
C -2.39 -1.77 0.16
C -3.44 -2.53 -0.35
C -3.17 -3.38 -1.40
C -1.89 -3.45 -1.94
C -0.91 -2.63 -1.39
N -1.18 -1.81 -0.37
C 0.50 -2.53 -2.00
O 0.77 -3.31 -2.91
O 1.21 -1.59 -1.52
H -3.75 0.02 2.40
H -4.42 -2.46 0.10
H -3.96 -4.00 -1.82
H -1.62 -4.10 -2.76
O 5.57 -3.57 2.01
C 4.52 -4.31 2.29
O 4.61 -5.49 2.60
C 3.19 -3.65 2.20
C 2.01 -4.27 2.53
N 1.02 -3.39 2.33
N 1.49 -2.21 1.92
C 2.80 -2.34 1.84
C 3.62 -1.14 1.41
O 4.87 -1.27 1.44
O 3.00 -0.11 1.09
H 5.29 -2.61 1.76
H 1.83 -5.27 2.89
H 0.02 -3.44 2.57
C 1.10 5.90 1.20
N 0.48 5.43 -0.02
C -0.05 6.22 -1.02
C -0.56 5.40 -1.95
N -0.34 4.09 -1.53
C 0.30 4.10 -0.29
S 0.73 2.92 0.78
C -0.73 2.97 -2.30
C -1.73 3.14 -3.27
C -2.07 2.05 -4.05
C -1.40 0.85 -3.86
C -0.43 0.79 -2.88
N -0.11 1.83 -2.10
H 1.13 6.98 1.18
H 2.11 5.49 1.28
H 0.55 5.55 2.07
H 0.00 7.29 -0.99
H -1.01 5.65 -2.89
H -2.26 4.07 -3.39
H -2.85 2.14 -4.79
H -1.63 -0.03 -4.45
H 0.14 -0.12 -2.69
S 0.67 0.65 3.80
S -0.07 -0.98 4.80
S -2.07 -1.37 4.40
S -2.23 -2.78 2.90

As for the net charge: -2. Its gap between HOMO and LUMO is 4.20 eV.

=====

# 8
Computed, not measured: C21H16NO5PRuS2 as an isolated structure, with wB97M-V/def2-TZVPD.

Cartesian coordinates (Å):
Ru -0.21 -0.45 -1.86
O -3.26 1.43 -3.72
C -2.23 0.99 -3.24
O -2.12 -0.06 -2.48
C -0.91 1.68 -3.57
C -0.76 2.95 -4.10
C 0.53 3.43 -4.27
C 1.64 2.66 -3.92
C 1.41 1.40 -3.40
N 0.17 0.97 -3.25
C 2.45 0.41 -2.89
O 3.63 0.64 -3.14
O 1.94 -0.58 -2.26
H -1.64 3.51 -4.35
H 0.68 4.43 -4.66
H 2.66 3.00 -4.03
C -1.31 -2.88 -3.16
C -0.13 -2.36 -2.34
O 0.76 -3.08 -1.98
H -1.11 -3.90 -3.48
H -1.48 -2.23 -4.02
H -2.22 -2.84 -2.56
S -1.31 -1.38 0.05
P -0.19 -0.15 1.18
S 0.66 1.23 0.03
C 1.09 -1.11 2.04
C 2.33 -1.27 1.44
C 3.29 -2.07 2.05
C 3.02 -2.70 3.25
C 1.78 -2.55 3.85
C 0.81 -1.76 3.24
C -1.17 0.57 2.54
C -0.54 1.46 3.40
C -1.25 2.03 4.45
C -2.59 1.71 4.63
C -3.22 0.83 3.77
C -2.51 0.25 2.72
H 2.54 -0.78 0.50
H 4.26 -2.20 1.57
H 3.77 -3.32 3.72
H 1.56 -3.04 4.79
H -0.16 -1.64 3.71
H 0.50 1.71 3.25
H -0.76 2.72 5.12
H -3.14 2.16 5.45
H -4.26 0.58 3.91
H -3.00 -0.42 2.03

As for the net charge: -1. Its gap between HOMO and LUMO (spin up / spin down) is 7.22 / 7.23 eV. Its spin multiplicity is 2.

=====

# 9
Computed, not measured: one molecule with the formula C21H16O5, with wB97M-V/def2-TZVPD.

Cartesian coordinates (Å):
C -0.01 -2.43 3.23
C -0.09 -3.58 2.58
C -1.18 -3.98 1.62
C -2.11 -2.85 1.29
C -3.39 -2.76 1.82
C -4.22 -1.68 1.53
C -3.79 -0.67 0.71
C -2.50 -0.72 0.16
C -1.68 -1.82 0.45
O -0.43 -1.93 -0.07
C 0.13 -0.98 -0.88
O 1.24 -1.17 -1.28
C -0.70 0.20 -1.16
C -1.95 0.31 -0.66
H -2.55 1.19 -0.87
C -0.05 1.29 -1.94
O 0.69 1.15 -2.87
O -0.38 2.49 -1.40
C 0.46 3.57 -1.79
H 0.01 4.46 -1.35
C 1.91 3.41 -1.31
O 2.76 4.14 -1.73
C 2.16 2.30 -0.36
C 1.32 2.04 0.73
C 1.57 0.95 1.54
C 2.63 0.11 1.28
C 3.47 0.37 0.21
C 3.25 1.46 -0.60
H 3.89 1.67 -1.45
H 4.30 -0.29 0.00
H 2.80 -0.76 1.90
H 0.92 0.76 2.38
H 0.50 2.70 0.94
H 0.48 3.67 -2.88
H -4.42 0.18 0.49
H -5.21 -1.65 1.96
H -3.74 -3.55 2.47
H -1.74 -4.81 2.04
H -0.70 -4.32 0.70
H 0.66 -4.34 2.72
H 0.80 -2.23 3.90
H -0.75 -1.65 3.12

Its gap between HOMO and LUMO is 8.49 eV. The SMILES is C=CCc1cccc2cc(C(=O)OCC(=O)c3ccccc3)c(=O)oc12.

=====

# 10
Computed, not measured: one molecule with the formula C21H17BrF5NO2 in a non-equilibrium geometry, with wB97M-V/def2-TZVPD.

Cartesian coordinates (Å):
F 1.65 1.73 -1.57
F 1.43 -2.37 0.83
F -3.84 -0.30 0.86
F -2.89 1.75 0.54
F -2.04 -0.07 -0.40
Br 4.91 2.63 6.20
O 1.50 0.35 0.86
O 0.54 -5.20 -3.82
C -2.24 -0.36 3.19
C -1.24 -0.31 4.08
C -1.78 0.22 1.94
C -0.49 0.61 2.19
C 3.39 0.91 4.48
C 1.99 2.31 5.86
C 2.24 0.37 3.87
C 0.84 1.83 5.18
C 1.44 -0.30 -2.73
C 1.28 -2.37 -1.50
C 1.46 0.40 -1.54
C 1.32 -1.67 -0.31
C 3.29 1.90 5.44
C 1.40 -0.28 -0.34
C 0.96 0.83 4.18
C 1.34 -1.70 -2.71
N -0.14 0.31 3.49
C -2.69 0.41 0.69
C 0.45 1.30 1.22
C -0.45 -4.16 -3.88
C 1.46 -2.45 -4.01
C 0.10 -2.88 -4.56
H 0.14 -5.96 -3.30
H -3.20 -0.82 3.38
H -1.29 -0.69 5.10
H 4.42 0.63 4.21
H 1.93 3.02 6.68
H 2.40 -0.42 3.12
H -0.15 2.25 5.49
H 1.60 0.27 -3.66
H 1.22 -3.47 -1.50
H -0.10 1.58 0.32
H 0.94 2.17 1.67
H -0.73 -3.99 -2.83
H -1.35 -4.45 -4.46
H 1.88 -1.77 -4.76
H 2.12 -3.30 -3.92
H 0.24 -3.13 -5.64
H -0.62 -2.05 -4.49

Its gap between HOMO and LUMO is 9.43 eV. The SMILES is OCCCc1cc(F)c(OCc2c(C(F)(F)F)ccn2-c2ccc(Br)cc2)c(F)c1.

=====

Let's list energy in order: -70675.17674 -62457.67993 -91047.22359 -36296.13923 -45218.87543 -53070.87216 -102378.35897 -67310.94604 -32273.77014 -111267.00994 eV.